Record 1
This record from the OMol25 dataset describes a structure of composition C52H54Cl2MgN7S. The level of theory is wB97M-V/def2-TZVPD.

The HOMO energy is -3.863 eV. The total energy comes out at -106559.1459 eV. As for the frontier orbital gap: 5.17 eV. The net charge is -1.

Last column: Mulliken charge in e.
CARTESIAN COORDINATES (ANGSTROEM)
1 Mg 0.17556 -0.01780 1.25492  1.343
2 C -1.43679 5.66451 3.15833  -0.953
3 C -0.06584 5.11257 3.65441  -1.046
4 C 0.55943 3.96739 2.79029  -0.049
5 C 1.43661 3.99786 1.80121  0.687
6 C 2.33609 5.24618 1.38260  -0.357
7 C 3.76465 5.27729 1.93925  -1.330
8 C 1.48720 2.66584 1.19320  -0.750
9 C 2.31298 2.32967 0.08912  -1.055
10 C 2.49804 0.98737 -0.44312  -0.071
11 C 3.14003 0.63523 -1.70176  1.214
12 C 4.17794 1.50549 -2.34751  0.800
13 C 5.56221 1.43691 -1.68515  -1.615
14 C 2.84890 -0.69058 -1.97849  -0.368
15 C 1.89845 -1.08052 -0.88188  1.335
16 C 1.70154 -2.46195 -0.71424  -0.613
17 C 0.74325 -3.00025 0.19501  0.132
18 N 0.14762 -2.18444 1.07898  -0.330
19 C -0.73851 -2.92004 1.70237  -0.043
20 C -1.68366 -2.50959 2.73465  -0.395
21 C -1.70634 -1.26311 3.32404  -0.102
22 N -0.94007 -0.16252 3.05737  -0.456
23 C -1.50283 0.84480 3.69168  0.676
24 C -1.04034 2.15824 3.64542  -0.698
25 C -0.02364 2.55402 2.82327  0.464
26 N 0.62045 1.80989 1.86563  0.394
27 C -2.70595 0.44424 4.49245  -0.140
28 C -2.91715 -0.84676 4.23648  0.092
29 C -3.98579 -1.76113 4.73175  -1.074
30 C -5.15732 -1.83517 3.77790  -0.942
31 C -3.59883 1.28399 5.30019  -0.847
32 C -2.92224 1.73813 6.64309  -1.195
33 C -0.87619 -4.21923 1.13690  1.152
34 C 0.14047 -4.32429 0.14634  -0.004
35 C 0.25961 -5.44662 -0.81774  0.014
36 C 0.71831 -6.73687 -0.16730  -1.426
37 C -1.95561 -5.24461 1.42495  -1.166
38 C -3.18807 -4.93469 0.67511  -0.877
39 N 1.76101 -0.09107 0.00383  -0.494
40 C 3.37465 -1.40450 -3.16992  -0.902
41 C 2.66890 -0.96473 -4.50157  -0.885
42 H -1.82450 6.56995 3.59183  0.441
43 H -2.19687 4.86651 3.39326  0.167
44 H -1.40274 5.85859 2.05190  0.238
45 H -0.11588 4.93047 4.75676  0.387
46 H 0.64741 5.89944 3.51324  0.556
47 H 1.69578 6.05098 1.77972  0.469
48 H 2.20525 5.36429 0.32882  -0.079
49 H 3.67966 4.99676 2.94997  0.460
50 H 3.95638 6.35846 2.04373  0.357
51 H 4.47977 4.69597 1.41183  0.274
52 H 2.94513 2.96650 -0.37621  1.181
53 H 3.91012 2.52582 -2.57686  -1.499
54 H 4.30297 1.13465 -3.45337  0.258
55 H 5.48126 1.79572 -0.69855  0.310
56 H 6.27325 2.03298 -2.28885  0.472
57 H 5.94955 0.38510 -1.70880  0.313
58 H 1.97481 -3.16494 -1.56589  -0.252
59 H -2.33030 -3.24579 3.18764  0.240
60 H -1.40651 2.88457 4.29457  0.735
61 H -4.32454 -1.55264 5.74168  0.477
62 H -3.62336 -2.75418 4.90705  0.443
63 H -5.69135 -0.91894 3.57330  0.331
64 H -5.90352 -2.58637 4.06626  0.388
65 H -4.82032 -2.22090 2.74416  0.096
66 H -4.53561 0.74270 5.51912  0.392
67 H -4.14844 2.09069 4.75322  0.400
68 H -2.72440 0.81432 7.08588  0.380
69 H -3.59491 2.28182 7.28881  0.387
70 H -1.87961 2.28747 6.54933  0.218
71 H 0.90771 -4.98064 -1.62890  0.279
72 H -0.61835 -5.59194 -1.42527  -0.300
73 H 1.78395 -6.76421 0.13836  0.344
74 H 0.65736 -7.69569 -0.79297  0.375
75 H 0.14257 -6.91642 0.75484  0.299
76 H -2.08321 -5.38594 2.49685  0.433
77 H -1.66275 -6.18001 0.94193  0.269
78 H -3.35600 -3.85516 0.60610  0.072
79 H -4.06947 -5.54801 1.02575  0.397
80 H -3.10581 -5.29010 -0.37121  0.189
81 H 3.29924 -2.51637 -3.07252  0.327
82 H 4.44385 -1.17474 -3.23782  0.331
83 H 1.66910 -1.30457 -4.48471  0.286
84 H 3.04883 -1.43457 -5.43588  0.376
85 H 2.66621 0.14844 -4.69741  0.045
86 Cl 1.06958 2.67228 -4.75120  -0.181
87 C 2.40945 3.64611 -4.17495  0.585
88 C 3.53228 3.39718 -4.95438  -0.980
89 C 4.72931 4.07483 -4.69006  -0.588
90 C 4.72656 4.98203 -3.65664  -0.956
91 C 3.52863 5.20853 -2.92808  0.710
92 Cl 3.80167 6.40210 -1.66277  -0.225
93 C 2.29712 4.56423 -3.12315  -0.366
94 S 0.81017 4.84270 -2.32733  -0.303
95 H 3.32702 2.75307 -5.82474  0.394
96 H 5.60424 3.96527 -5.25381  0.465
97 H 5.58169 5.47016 -3.40865  0.586
98 N -2.99367 -5.68700 -6.79959  -0.526
99 C -3.02022 -5.09901 -5.80024  -0.025
100 C -3.01344 -4.20838 -4.70375  0.471
101 C -2.36730 -4.53014 -3.50668  -0.612
102 C -2.15012 -3.49697 -2.61418  1.266
103 C -2.68463 -2.20958 -2.90392  -0.354
104 C -3.44481 -1.96140 -4.03764  -0.601
105 C -3.47628 -2.92937 -5.00463  -0.926
106 N -2.47956 -1.11044 -2.02452  0.301
107 C -2.12070 0.19395 -2.50165  -0.562
108 C -1.53826 0.79606 -1.46043  -0.935
109 N -1.49774 -0.08733 -0.33876  -0.331
110 C -2.08513 -1.15332 -0.74326  -0.765
111 H -1.95950 -5.51591 -3.18655  0.301
112 H -1.61151 -3.57761 -1.66229  -0.322
113 H -3.92344 -1.05582 -4.21796  0.696
114 H -4.00040 -2.70580 -5.88648  0.471
115 H -2.35451 0.44496 -3.51258  0.468
116 H -1.08903 1.77798 -1.45502  0.642
117 H -2.19793 -2.02262 -0.10680  0.819

Record 2
This record from the OMol25 dataset describes a structure of composition C52H54Cl4NO7PPbS. The level of theory is wB97M-V/def2-TZVPD.

The HOMO energy (spin up / spin down) is -7.007 / -7.006 eV. The total energy comes out at -146084.8822 eV. As for the frontier orbital gap (spin up / spin down): 4.11 / 4.11 eV.

Last column: Mulliken charge in e.
CARTESIAN COORDINATES (ANGSTROEM)
1 Pb -0.22432 -0.58226 0.26164  1.783
2 C 2.22351 6.55427 -1.31223  -1.617
3 C 0.91531 6.24183 -2.04957  1.989
4 C 1.21120 6.08505 -3.54751  -1.469
5 C -0.01488 7.44450 -1.86830  -2.340
6 C 0.31034 4.94608 -1.53038  0.301
7 C 1.05131 3.79531 -1.47983  -0.859
8 C 0.50515 2.57294 -1.01719  -1.139
9 N 1.12241 1.40482 -0.93095  1.034
10 C 2.29642 0.96701 -1.36679  -1.023
11 C 3.09413 1.48241 -2.41139  -0.609
12 C 4.32834 0.94931 -2.69864  -0.586
13 C 4.74161 -0.21039 -1.99970  -0.599
14 C 4.01148 -0.81334 -1.01194  0.301
15 C 2.78590 -0.19638 -0.60115  -0.258
16 O 2.16629 -0.55150 0.42354  0.860
17 C 4.48738 -2.12991 -0.40822  2.745
18 C 5.84397 -1.87981 0.26780  -1.759
19 C 3.55822 -2.75269 0.63566  -1.883
20 C 4.61510 -3.14867 -1.55013  -1.776
21 C 5.22066 1.59846 -3.75126  1.946
22 C 5.49497 3.05474 -3.33836  -1.358
23 C 4.51571 1.58985 -5.11507  -1.685
24 C 6.56932 0.88733 -3.90598  -2.301
25 C -0.85005 2.58337 -0.43429  0.985
26 O -1.26974 1.59949 0.20771  -1.134
27 C -1.64085 3.77614 -0.60529  -0.152
28 C -1.04617 4.88511 -1.13272  -0.606
29 C -3.09321 3.88003 -0.15515  2.592
30 C -3.97306 4.18860 -1.37723  -1.853
31 C -3.19053 5.01102 0.88231  -1.746
32 C -3.66781 2.62655 0.50737  -2.024
33 H 2.63106 7.49811 -1.67216  0.484
34 H 2.96860 5.78033 -1.47345  0.209
35 H 2.04275 6.64071 -0.24339  0.351
36 H 1.61676 7.01508 -3.94220  0.470
37 H 0.30110 5.84798 -4.09367  0.322
38 H 1.93172 5.28995 -3.72301  0.154
39 H 0.49962 8.34821 -2.18974  0.469
40 H -0.29291 7.56485 -0.82326  0.437
41 H -0.91221 7.34564 -2.47437  0.383
42 H 2.09302 3.81229 -1.75611  0.612
43 H 2.70144 2.27802 -3.02712  1.230
44 H 5.67702 -0.66287 -2.28247  0.536
45 H 5.72426 -1.11829 1.03559  0.193
46 H 6.59922 -1.54220 -0.43797  0.297
47 H 6.19509 -2.79334 0.74046  0.496
48 H 3.52620 -2.16396 1.54366  0.005
49 H 3.93156 -3.74259 0.88556  0.561
50 H 2.53981 -2.85396 0.27937  0.151
51 H 5.31938 -2.83011 -2.31309  0.298
52 H 3.64157 -3.28390 -2.01483  0.284
53 H 4.94508 -4.10933 -1.16282  0.488
54 H 4.57645 3.63711 -3.32303  0.126
55 H 6.18037 3.52357 -4.04376  0.474
56 H 5.94642 3.09041 -2.34877  0.315
57 H 3.60108 2.17715 -5.09153  0.295
58 H 4.26486 0.57188 -5.40401  0.350
59 H 5.16887 2.01043 -5.87856  0.466
60 H 7.11808 0.86999 -2.96611  0.399
61 H 7.17859 1.41922 -4.63456  0.468
62 H 6.43527 -0.12933 -4.26995  0.411
63 H -1.63674 5.77766 -1.23631  0.460
64 H -3.65331 5.08404 -1.90555  0.269
65 H -4.99884 4.32560 -1.04357  0.478
66 H -3.95330 3.35631 -2.07868  0.400
67 H -3.06246 5.99481 0.43906  0.374
68 H -2.42487 4.86834 1.64209  0.248
69 H -4.16202 4.97754 1.36888  0.489
70 H -3.60228 1.76564 -0.14866  0.305
71 H -4.71741 2.80652 0.73490  0.599
72 H -3.14521 2.40098 1.42950  0.123
73 O -1.43536 -3.35907 3.21550  -0.756
74 S -0.71927 -2.18467 2.80073  1.582
75 O 0.36719 -2.42905 1.84535  -0.685
76 O -1.57580 -1.06792 2.32415  -0.805
77 C 0.06743 -1.47073 4.25260  -0.324
78 C -0.03528 -2.09004 5.48165  -0.457
79 C 0.51182 -1.48640 6.60143  -0.726
80 C 1.16677 -0.26971 6.48125  -0.815
81 C 1.25738 0.35024 5.24916  -0.354
82 C 0.69960 -0.24778 4.11956  0.038
83 P 0.72140 0.66077 2.52533  1.792
84 C -0.08099 2.17799 3.17177  0.838
85 C 0.61157 3.34375 3.47780  -0.464
86 C -0.05899 4.43000 4.01123  -0.768
87 C -1.42219 4.35947 4.23638  -0.754
88 C -2.11562 3.19267 3.94237  -0.285
89 C -1.44982 2.10291 3.41096  -0.938
90 C 2.47106 1.16398 2.38710  0.576
91 C 2.78760 2.22015 1.53536  -0.979
92 C 4.10580 2.55610 1.29421  -0.907
93 C 5.12232 1.85988 1.92705  -0.915
94 C 4.81440 0.81360 2.77944  -0.996
95 C 3.49635 0.44896 2.99287  -0.629
96 H -0.55359 -3.03485 5.52495  0.609
97 H 0.42065 -1.95661 7.56713  0.410
98 H 1.60398 0.20177 7.34932  0.424
99 H 1.76856 1.29802 5.14874  0.459
100 H 1.67989 3.40224 3.33445  0.488
101 H 0.49033 5.32943 4.25337  0.462
102 H -1.94084 5.21435 4.64589  0.399
103 H -3.17844 3.14129 4.12778  0.400
104 H -1.96088 1.17716 3.18049  0.523
105 H 1.99300 2.78237 1.06718  0.893
106 H 4.34042 3.36825 0.62161  0.555
107 H 6.15216 2.13555 1.75771  0.424
108 H 5.60426 0.28157 3.28853  0.414
109 H 3.26125 -0.38519 3.63719  0.418
110 Cl -1.69265 -6.74027 -3.35944  -0.150
111 C -1.31722 -5.08400 -3.20767  0.460
112 C -1.83840 -4.16783 -4.17592  0.388
113 Cl -2.67597 -4.80195 -5.52187  -0.143
114 C -1.64848 -2.81941 -4.04206  -0.069
115 Cl -2.25793 -1.71989 -5.20477  -0.150
116 C -0.91993 -2.25784 -2.92371  0.362
117 O -0.83849 -1.05849 -2.68293  -0.466
118 C -0.19131 -3.24345 -2.02979  -0.321
119 O 0.61485 -2.81952 -1.21119  -0.136
120 C -0.50682 -4.64665 -2.19652  -0.039
121 Cl 0.20760 -5.72922 -1.08123  -0.122

Question: Look up the total energy of the first one.
Answer: -106559.1459 eV

Question: Look up the total energy of the second one.
Answer: -146084.8822 eV

Question: Which value of total energy does entry 2 give?
Answer: -146084.8822 eV